Computed, not measured: a cluster of 15 separate species, C35H98F6N5O18S2 in total in a non-equilibrium geometry, with ωB97M-V/def2-TZVPD.

**Total charge**: -1
**Spin multiplicity**: 1
**Strongest force on any atom**: 5.07 eV/A
**HOMO energy**: -0.25208 hartree
**Gap between HOMO and LUMO**: 8.96 eV

Last column: Mulliken charge in e.
Atoms and positions in Å:
H1 -2.183 3.710 -6.929  0.3048
H2 -0.926 -5.232 6.428  0.2014
H3 -6.557 -0.253 0.642  0.0444
O1 -3.275 -6.031 1.044  -0.4916
C1 -5.323 -0.811 -3.929  -0.7726
H4 -3.180 -7.271 -0.548  0.3559
H5 5.543 3.230 0.302  0.3475
O2 -2.166 5.128 -2.998  -0.6633
H6 -8.045 3.524 0.003  0.3885
H7 4.573 -3.141 -1.286  0.2139
H8 -4.015 -6.614 1.217  0.2522
C2 4.158 -1.200 3.374  -0.2640
H9 -6.709 -0.285 -1.937  0.2519
C3 -6.015 0.980 3.179  -0.1739
H10 -4.764 -0.805 -4.872  0.2900
H11 0.306 4.527 -2.654  -0.0122
H12 -4.519 -2.440 4.710  0.3035
C4 -2.878 -5.311 -1.242  -0.4290
H13 2.600 4.620 2.342  -0.1959
H14 -2.149 0.247 -4.766  0.1124
N1 9.585 -1.861 0.677  -0.7059
C5 -1.634 4.589 -1.783  0.6469
C6 -2.204 -3.792 5.707  -1.0215
O3 -6.991 0.159 2.512  -0.5317
H15 -0.198 -0.177 4.326  0.3377
H16 -0.368 -3.127 -2.515  0.0006
C7 7.444 4.972 1.777  -1.5687
H17 4.112 -0.230 3.871  0.1882
H18 1.307 2.724 1.756  0.1104
O4 0.926 3.371 2.360  -0.3624
H19 -0.234 -6.147 4.454  0.2299
H20 -1.849 -5.971 4.415  0.2174
H21 -0.100 -0.725 1.493  0.0728
H22 1.248 -4.270 5.336  0.3911
H23 9.600 -2.638 1.338  0.2889
C8 5.873 4.220 -0.026  -0.7203
C9 2.781 3.199 3.922  -0.9324
C10 0.448 -3.545 -1.910  0.4592
H24 4.205 5.439 1.421  0.2290
H25 -0.066 -2.381 -0.436  0.6173
C11 6.144 5.237 1.062  0.6275
H26 10.555 -1.778 0.379  0.2707
C12 5.166 -3.101 -0.369  -0.4789
H27 -3.100 -4.420 5.834  0.3887
C13 -0.909 -4.580 5.541  0.6017
C14 -3.540 -2.000 4.925  -0.6465
H28 1.248 -2.803 -2.015  0.1605
H29 -2.817 0.308 -6.380  0.4184
H30 -3.453 -1.407 5.838  0.3858
O5 -2.425 -1.504 -1.326  -0.6243
H31 -2.177 -3.245 6.660  0.3888
H32 -2.359 -4.417 -0.895  -0.0390
C15 -6.468 -2.177 0.378  -0.1446
H33 -3.943 -5.153 -1.384  0.2467
C16 0.327 -3.713 5.518  -1.2436
F1 3.122 1.188 -0.818  -0.0797
H34 -7.198 3.257 1.410  0.2288
H35 4.821 -2.203 0.142  0.1159
H36 5.001 6.007 2.705  0.1911
H37 -0.112 -5.591 -2.048  0.1180
H38 8.888 -3.983 -1.981  0.3469
H39 -6.210 1.123 4.239  0.4737
C17 -0.136 4.809 -1.700  -0.6028
O6 0.844 0.065 -2.471  -0.7635
O7 6.488 -2.937 -0.882  -0.3669
S1 -1.805 -0.249 -0.972  0.3802
H40 -2.892 2.360 -7.377  0.2837
H41 1.207 0.072 3.494  -0.0538
C18 -6.174 -3.097 -0.781  -0.8911
O8 5.048 4.782 -1.025  -0.3626
C19 -2.012 0.700 -5.750  -1.3876
H42 7.537 3.955 2.162  0.2912
H43 -4.966 0.752 2.967  -0.0507
C20 7.408 -2.664 0.163  -0.5725
H44 0.466 -3.197 6.472  0.3900
H45 3.730 3.299 -1.621  0.0526
C21 -7.038 3.667 0.411  -1.3805
H46 -5.724 -2.278 1.175  0.1414
H47 5.347 3.175 -2.356  0.3773
N2 -1.980 2.728 -7.104  -0.9111
O9 -2.502 -2.908 4.638  -0.0072
H48 1.486 4.868 3.656  0.3299
H49 7.077 -1.815 0.762  0.3544
C22 -2.623 -6.399 -0.189  -0.3978
H50 -1.584 -6.667 -0.019  0.2153
H51 1.608 -5.334 -1.677  0.2806
F2 2.308 0.400 1.004  0.0180
H52 10.480 -3.374 -1.502  0.3558
C23 8.792 -2.351 -0.457  0.4099
F3 -3.850 0.803 0.258  0.3035
H53 6.862 4.072 -0.486  0.3767
O10 5.559 -1.461 3.221  -0.5148
H54 0.113 5.872 -1.584  0.4148
H55 -0.256 2.154 -4.265  0.1433
C24 -5.947 3.064 -0.447  0.8996
H56 1.746 4.283 -4.577  0.1251
C25 -6.114 0.451 -3.635  0.0347
H57 5.104 -4.047 0.171  0.3623
H58 2.167 2.444 4.417  0.2450
H59 7.762 5.644 2.581  0.4038
H60 -6.008 1.979 -0.330  -0.3583
H61 7.508 -3.593 0.744  0.2119
N3 5.028 5.285 1.998  -0.5608
C26 -0.362 2.531 -5.294  -0.6913
H62 -3.409 -1.272 4.117  -0.0622
O11 -0.038 3.893 -5.406  -0.3210
H63 -3.968 3.004 -0.205  0.1834
H64 -6.184 3.268 -1.492  0.2547
N4 -0.240 -0.585 -0.360  -0.3188
H65 -7.342 -0.393 3.217  0.2520
O12 -2.085 0.827 -1.888  -0.3686
C27 0.128 0.027 3.296  -0.5344
H66 -5.377 1.216 -3.351  0.0012
H67 6.274 6.198 0.542  0.0937
C28 4.590 3.874 -1.973  -0.4476
H68 -1.544 5.006 -3.724  0.2968
H69 3.703 -1.985 3.979  0.3257
H70 8.298 5.151 1.112  0.4237
H71 -6.271 -4.080 -0.291  0.4015
H72 5.871 -2.114 3.846  0.2861
H73 -5.952 -1.675 -4.180  0.3774
C29 -1.812 2.164 -5.690  0.7317
F4 -2.917 -0.852 1.275  -0.0977
C30 2.386 0.214 -0.320  0.2139
O13 -6.281 -0.827 -0.093  -0.1064
H74 3.529 2.697 3.305  0.1497
H75 4.286 4.427 -2.865  0.1967
H76 3.603 -1.159 2.439  -0.0725
C31 1.930 4.095 3.025  0.1685
C32 0.762 -4.977 -2.270  -1.2728
S2 0.658 0.409 -1.072  0.5672
H77 9.603 -4.378 -0.494  0.3099
O14 0.041 -3.351 -0.549  -0.6232
H78 8.642 -1.544 -1.179  0.2516
H79 0.383 1.958 -5.857  0.6219
C33 -2.673 0.273 0.612  0.0875
H80 -6.093 1.929 2.638  -0.0506
H81 0.190 4.305 -0.792  0.0243
H82 -6.886 -3.175 -1.601  0.3587
O15 0.304 1.795 -0.794  -0.2373
F5 2.890 -0.972 -0.573  -0.1913
H83 3.299 3.739 4.717  0.4755
H84 -2.248 4.907 -0.945  0.4574
H85 -4.634 -1.063 -3.123  -0.0175
C34 9.449 -3.519 -1.167  -1.3903
F6 -2.008 1.154 1.342  -0.1948
H86 1.815 3.443 -6.175  0.3322
O16 -7.083 0.268 -2.644  -0.5820
O17 -0.301 -0.974 2.416  0.1090
H87 -6.910 4.749 0.479  0.3191
C35 1.343 4.235 -5.589  -0.5962
H88 -7.455 -2.373 0.808  0.3943
H89 1.024 -5.180 -3.308  0.3808
H90 -2.570 2.759 -5.173  0.2263
H91 -1.701 3.496 -1.871  -0.5377
O18 -4.701 3.585 0.018  -0.5746
H92 -0.319 0.997 3.073  0.3318
H93 -1.158 0.260 -6.278  0.3792
H94 -2.431 -5.680 -2.168  0.3559
H95 1.341 5.155 -6.166  0.2406
H96 -6.522 0.801 -4.588  0.3945
N5 -0.974 -5.458 4.363  -0.5946
H97 -5.147 -3.023 -1.131  -0.0784
H98 0.264 -2.940 4.750  0.0513

Computed, not measured: an isolated molecule of C13H14BrN3OS in a non-equilibrium geometry, with ωB97M-V/def2-TZVPD.

**Spin multiplicity**: 1
**Strongest force on any atom**: 1.63 eV/A
**HOMO energy**: -0.32843 hartree
**Structure (SMILES)**: CC(C)c1nnc(NC(=O)Cc2ccc(Br)cc2)s1
**Gap between HOMO and LUMO**: 9.32 eV
**Relative energy (zero: lowest compared OMol25 entry of this formula, charge and spin)**: 0.0 kJ/mol

Last column: natural (NBO) charge in e.
Atoms and positions in Å:
C1 3.245 -0.572 -0.698  -0.2408
N1 -0.740 0.429 -0.582  -0.3374
H1 -1.502 -3.548 -0.526  0.2204
S1 -1.988 0.182 1.642  0.2946
C2 -2.068 -1.044 0.370  0.0937
O1 0.746 4.155 0.761  -0.5768
C3 1.130 2.566 -1.003  -0.5413
N2 -1.375 -0.733 -0.657  -0.2609
H2 -0.757 2.637 1.772  0.4208
H3 3.251 -1.590 -1.057  0.2285
C4 -2.553 -3.279 -0.570  -0.5932
H4 0.396 2.060 -1.626  0.2671
H5 3.247 3.056 0.593  0.2196
H6 5.050 1.515 1.268  0.2282
H7 1.558 3.419 -1.534  0.2455
C5 4.260 1.179 0.614  -0.2558
C6 -0.929 1.054 0.528  0.2509
H8 -4.618 -1.182 1.272  0.2093
C7 0.487 3.092 0.254  0.7150
H9 1.449 -0.048 -1.722  0.2349
H10 -3.152 -4.177 -0.445  0.2092
Br1 5.636 -1.321 0.669  0.0438
C8 3.247 2.039 0.232  -0.1447
C9 2.237 0.298 -1.072  -0.1788
H11 -2.676 -2.707 1.505  0.2160
H12 -4.620 -1.436 -0.479  0.2134
C10 2.228 1.608 -0.611  -0.0430
C11 -4.378 -1.889 0.480  -0.5915
C12 -2.894 -2.271 0.523  -0.2756
N3 -0.417 2.261 0.894  -0.6350
H13 -2.754 -2.851 -1.548  0.2208
H14 -4.992 -2.776 0.610  0.2149
C13 4.247 -0.124 0.144  -0.0718

Computed, not measured: a structure of composition C22H49N2P3SSeTm in a non-equilibrium geometry, with ωB97M-V/def2-TZVPD.

**Total charge**: +3
**Spin multiplicity**: 3
**Strongest force on any atom**: 4.39 eV/A
**HOMO energy (alpha / beta)**: -0.58304 / -0.53642 hartree
**Gap between HOMO and LUMO (alpha / beta)**: 7.52 / 1.76 eV
**Relative energy (zero: lowest compared OMol25 entry of this formula, charge and spin)**: 138.0 kJ/mol

Last column: Löwdin spin population.
Atoms and positions in Å:
H1 0.260 -3.590 2.169  0.0000
H2 3.997 0.769 1.277  0.0000
C1 0.244 3.715 -3.981  0.1786
H3 -2.786 -4.257 -0.577  -0.0001
H4 0.870 2.276 3.390  0.0000
H5 -1.645 0.069 4.864  0.0000
C2 -1.768 1.433 2.620  -0.0009
H6 -3.447 0.187 0.672  -0.0001
N1 -1.187 1.832 3.782  0.0000
H7 -2.757 -3.426 2.375  -0.0001
H8 3.448 2.559 -3.767  0.0104
H9 -0.274 3.528 2.949  0.0000
H10 -1.318 -3.960 -1.559  -0.0001
H11 3.862 -0.979 -1.066  0.0000
C3 3.345 -0.649 -1.982  -0.0008
P1 -1.298 -2.760 0.519  -0.0031
H12 -0.495 4.187 -3.337  0.0059
C4 2.471 2.774 -4.206  0.3008
C5 -3.764 1.008 1.326  -0.0001
H13 2.466 -3.352 -2.660  0.0000
H14 -3.651 1.939 0.762  0.0000
H15 -0.839 4.060 -5.792  0.0087
H16 -3.772 0.391 4.459  0.0000
H17 0.057 3.278 4.656  0.0000
H18 0.657 -4.175 0.542  0.0000
C6 1.214 -1.050 -3.807  0.0014
H19 -4.826 0.858 1.537  0.0000
H20 0.621 0.187 3.362  0.0000
Tm1 -0.301 -0.382 -0.208  1.0733
C7 -1.341 1.101 5.031  -0.0001
H21 -1.351 1.166 -1.373  -0.0033
H22 -3.177 1.350 -2.785  -0.0015
H23 2.850 1.523 2.409  0.0000
H24 1.284 0.011 -4.099  0.0025
C8 -0.172 -3.978 1.236  -0.0006
C9 -2.081 -3.499 -0.925  -0.0011
C10 3.301 0.580 2.096  0.0000
H25 3.776 -2.191 0.883  0.0000
C11 0.084 3.644 -5.355  0.2622
C12 3.072 -2.089 1.724  -0.0003
H26 2.449 -2.993 1.781  0.0000
H27 -2.619 -2.778 -1.554  -0.0003
H28 1.945 -0.891 3.941  0.0000
H29 0.929 3.130 -7.289  -0.0026
C13 -2.614 -2.530 1.750  -0.0002
C14 2.299 2.706 -5.599  0.1844
H30 2.371 -3.236 -0.863  -0.0001
H31 3.851 -1.073 -2.867  -0.0002
P2 2.024 -0.585 1.538  -0.0016
H32 -3.545 -2.298 1.219  0.0000
H33 -0.388 1.064 5.556  0.0000
C15 1.435 3.244 -3.380  0.0218
H34 -3.572 2.150 4.282  0.0000
C16 1.853 -3.017 -1.811  -0.0001
S1 -0.875 1.689 1.181  -0.0038
H35 -1.035 -0.759 -2.020  -0.0042
Se1 1.622 3.599 -1.479  0.0025
H36 0.188 -1.405 -4.003  0.0000
H37 -4.921 1.304 3.457  0.0000
H38 0.635 2.576 -1.281  -0.0032
C17 1.190 -0.725 3.148  -0.0002
C18 -3.879 1.235 3.778  0.0000
C19 -0.065 2.762 3.695  0.0000
N2 -3.056 1.029 2.601  0.0001
H39 1.954 -1.653 -4.363  -0.0002
C20 -1.573 0.237 -1.936  -0.0067
H40 3.353 0.450 -2.025  0.0002
P3 1.614 -1.214 -2.031  -0.0055
H41 -2.046 1.592 5.706  0.0000
C21 1.079 3.126 -6.185  0.0126
H42 3.641 -1.989 2.665  0.0000
H43 3.150 2.470 -6.239  0.0048
H44 0.506 -1.585 3.122  0.0000
H45 0.885 -3.540 -1.822  -0.0001
H46 -2.620 -0.202 -3.751  -0.0017
H47 3.849 0.157 2.946  0.0000
H48 -0.724 -4.907 1.438  -0.0001
C22 -2.549 0.443 -2.861  -0.0273
H49 -2.373 -1.669 2.392  0.0001